(1)
A structure of composition C12AlB3O24 in a non-equilibrium geometry. Source: the OMol25 dataset; level of theory: ωB97M-V with the def2-TZVPD basis set.

CARTESIAN COORDINATES (ANGSTROEM)
C: -0.4878 5.1796 5.3911
C: -2.4870 2.1766 -7.3006
O: -2.4299 1.3205 -6.3125
O: -2.3755 6.4995 4.4519
C: 0.0036 2.0987 2.1954
O: -0.1120 0.9850 1.7288
O: 0.9233 4.1637 2.4829
O: -0.8196 -0.5528 -6.1722
O: 0.5549 0.1647 -3.1024
O: 0.0472 -5.8278 2.2179
O: -0.0368 -8.0121 1.7196
O: -0.6872 3.0504 -8.7140
C: -1.5344 5.6798 4.3217
C: 0.0281 0.2415 -4.1803
O: 1.4000 -1.7467 1.6125
O: 0.4771 -2.0106 -5.0653
O: -1.3251 4.9803 3.2194
C: -1.0272 2.3271 -7.8214
O: -3.4170 2.6915 -7.8308
O: 2.5306 -8.0696 3.0945
C: 0.4833 -7.0688 2.2252
O: -0.2424 1.6657 -7.0291
C: -0.1066 -0.9722 -5.1678
O: -0.3451 5.5920 6.4848
C: 1.1957 -2.7689 2.2054
O: 2.1167 -5.8680 3.2869
O: 0.5221 -4.1811 3.9160
O: 1.5542 -3.9576 1.8034
B: -1.0451 0.9025 -6.0540
C: 0.4823 -2.9256 3.5828
Al: 1.6842 0.3155 -0.3919
O: 0.0987 -1.9938 4.2241
O: 1.8651 2.8883 0.8604
B: -0.2417 4.0048 3.3826
O: -0.6958 2.6174 3.1278
B: 1.0807 -4.9594 2.7755
C: 1.8404 -7.1125 2.9532
C: 1.0786 3.1168 1.7482
O: 0.0997 4.1450 4.8137
O: -0.6503 1.2206 -4.6831

Output
Energy above the lowest of the compared OMol25 structures with the same formula, charge and spin, kcal/mol: 2.5
HOMO energy, eV: -10.4
E, Eh: -2580.39339
Lowest unoccupied orbital energy, eV: -9.12
Gap between HOMO and LUMO, eV: 1.24
Maximum force, eV/A: 2.68


(2)
A structure of composition C12H10AsIrN4S4. Source: the OMol25 dataset; level of theory: ωB97M-V with the def2-TZVPD basis set.

CARTESIAN COORDINATES (ANGSTROEM)
H: -1.5430 0.2246 -4.2709
C: 1.3543 -3.0895 1.0075
C: -0.2357 1.6219 2.7680
H: 1.4792 -3.0473 -1.1377
Ir: -0.3593 1.3613 0.8174
H: 1.2306 -2.8278 3.1362
H: 1.4368 -0.3713 3.0233
C: -1.0864 0.6306 -3.3879
C: -1.1769 0.2760 -2.0815
S: -4.3028 1.4088 -1.4730
S: -1.8996 2.9652 0.6354
H: 1.7135 -0.5983 -1.2492
C: 1.4749 -0.9627 2.1179
C: 1.3462 -2.3346 2.1808
C: 1.2607 -4.5200 1.0701
C: 0.1031 2.0147 -2.1584
As: -3.7291 1.4741 0.5342
S: -2.1525 -0.0830 1.0605
S: -5.0618 1.8449 2.0707
C: 1.6192 -0.3072 0.8815
N: -0.4184 1.1415 -1.3288
N: -0.2694 1.7380 -3.4215
C: 1.4841 -2.4574 -0.2309
H: 2.1796 1.6151 1.7047
H: 0.7223 2.8500 -1.8806
H: -0.0250 2.2770 -4.2319
N: 1.1983 -5.6679 1.1140
C: 1.6146 -1.0878 -0.2888
C: 1.7458 1.1610 0.8195
N: -0.1626 1.7358 3.9156
H: 2.1998 1.5273 -0.1008
H: -1.7405 -0.5129 -1.6155

Output
Energy above the lowest of the compared OMol25 structures with the same formula, charge and spin, kcal/mol: 20.4
HOMO energy (alpha / beta), eV: -4.7 / -4.6
Charge: -1
E, Eh: -4615.28839
<S²>: 0.769
Spin multiplicity: 2
Lowest unoccupied orbital energy (alpha / beta), eV: 1.37 / 0.33
Gap between HOMO and LUMO (alpha / beta), eV: 6.11 / 4.96
Maximum force, eV/A: 0.72